(1)
Density functional theory data (ωB97M-V/def2-TZVPD) for 10 unconnected molecules or ions with the total composition C18H48F24N6O6P4.

The geometry in XYZ format:
```
106
Properties=species:S:1:pos:R:3:forces:R:3
C -4.45569 -4.82392 -3.09500 1.4065 -0.6209 -1.2580
C -3.35970 -4.94746 -4.18390 -1.9993 1.8630 0.5262
O -3.17736 -4.06844 -4.97620 0.7195 -2.0850 0.7001
N -2.49982 -6.20815 -4.15607 1.3887 0.7939 0.4282
H -2.92014 -7.01233 -4.59961 -0.5969 -0.2490 -0.2571
H -1.72735 -5.93619 -4.74719 0.6165 -0.0328 -0.6955
C -1.87581 -6.65153 -2.81899 -1.5661 -0.3569 -0.1971
H -3.91540 -4.62364 -2.16976 -0.3130 0.1724 0.1855
H -5.01370 -5.75580 -3.00367 -0.1164 0.1091 0.0858
H -5.05457 -3.98763 -3.45563 -0.0687 -0.1725 0.4641
H -2.71743 -6.95395 -2.19584 0.0555 0.3426 0.2199
H -1.31908 -5.82696 -2.37375 0.1766 -0.3387 -0.2378
H -1.36596 -7.59500 -3.01403 0.6123 0.5017 -0.0654
C 5.58144 0.41555 -5.21189 0.5528 -0.4083 -0.1602
C 6.75572 -0.53441 -4.95556 -1.6264 2.0269 0.4022
O 7.74753 -0.41297 -5.56373 0.9389 -1.0924 0.2947
N 6.60372 -1.65168 -3.88846 2.6510 -0.1547 -0.3715
H 6.12151 -1.39796 -3.03806 -0.3078 0.6595 0.2319
H 6.02440 -2.35928 -4.31717 -0.2199 -0.6405 -0.3171
C 8.00443 -2.29843 -3.47245 -1.7462 -0.1658 -0.3061
H 5.12812 -0.01714 -6.10374 -0.3510 0.1455 -0.0848
H 6.08121 1.33611 -5.51335 -0.1456 -0.0202 -0.0603
H 4.81741 0.66315 -4.47496 0.2642 -0.6012 0.2699
H 8.62012 -2.48861 -4.35158 -0.4256 0.0979 -0.0163
H 7.62226 -3.21472 -3.02250 0.7283 -0.0882 0.1243
H 8.54617 -1.67205 -2.76374 -0.4621 0.1419 -0.1292
C 7.24669 0.96890 4.32317 0.2393 0.4956 0.3224
C 7.05015 -0.46531 4.62531 0.5631 -2.6320 -1.7335
O 7.37881 -1.43213 3.97814 -0.9885 2.2737 1.9613
N 6.35702 -0.71711 6.01201 -1.7667 1.7995 -0.4626
H 6.68423 -1.57675 6.42921 -0.1634 -0.6058 0.0659
H 6.63752 0.07569 6.57138 0.5231 -0.0328 0.6523
C 4.80299 -0.52764 5.92862 -0.1820 -0.3235 -0.5241
H 8.03404 1.06802 3.57595 -0.1944 -0.0226 0.0114
H 7.54051 1.49744 5.23004 0.2654 0.0478 0.0548
H 6.34842 1.49405 3.99844 -0.1801 -0.3446 -0.2562
H 4.19490 -0.63829 6.82644 0.9862 -1.0877 0.5594
H 4.45224 -1.19649 5.14267 -0.0590 0.1838 0.1197
H 4.50882 0.50712 5.75300 0.9463 0.1543 -0.8733
C -0.51467 9.22057 -0.25033 -0.2748 0.0772 -1.4909
C -0.87585 7.74065 -0.22661 1.2371 1.5820 1.4759
O -1.92723 7.22235 -0.19298 -0.1661 -0.3990 -0.3863
N 0.37503 6.85783 0.02438 0.5422 0.2875 -0.2895
H 0.15420 5.89166 -0.17015 -0.4768 -0.6411 0.3340
H 1.16711 7.01035 -0.58344 0.3920 0.7684 -0.6301
C 0.80066 7.06733 1.45192 -1.0176 -1.1876 0.4695
H -1.25681 9.64353 -0.92740 0.0616 0.1495 -0.1486
H 0.47048 9.41635 -0.67371 0.0465 -0.3144 -0.1844
H -0.55269 9.88636 0.61187 -0.3272 -0.8953 0.6820
H 1.00115 8.11128 1.69291 0.0292 -0.2325 -0.3179
H 1.60568 6.38798 1.73214 0.2161 0.3117 -0.3981
H -0.09033 6.67946 1.94567 0.1607 0.4617 0.7413
C -6.22765 -2.80420 5.07283 1.4254 1.8361 -0.5228
C -7.47690 -2.68208 5.84940 1.2675 -0.1941 -2.1067
O -7.84945 -3.43042 6.63250 -1.5127 -1.4986 2.4878
N -8.42724 -1.49002 5.50469 -0.1266 -0.0255 1.4359
H -7.97114 -0.58919 5.52842 0.6687 0.1755 -0.4000
H -8.76535 -1.67403 4.57092 -0.3300 0.1441 -0.4462
C -9.55180 -1.36441 6.50561 -0.6796 -0.0477 -0.3867
H -6.15523 -3.32337 4.11715 -0.9559 -0.3522 0.1129
H -5.40367 -3.19705 5.66851 -0.3886 -0.2056 0.3388
H -5.92842 -1.78654 4.82200 0.3008 0.1970 -0.1478
H -9.20116 -1.24048 7.53020 0.4062 -0.2141 -0.2974
H -10.18668 -2.24725 6.43054 0.0991 0.1711 0.0809
H -10.09894 -0.46362 6.22759 -0.1270 -0.1735 -0.0108
C -7.98739 4.07393 -1.92748 -0.4578 0.6964 0.7963
C -8.81270 5.16679 -1.29580 -3.4165 2.9068 -4.1530
O -9.65621 5.86277 -1.93107 3.8045 -3.1006 3.6778
N -8.53534 5.59400 0.14978 -1.8851 -1.9624 -1.0206
H -7.79927 5.03323 0.55453 0.6659 0.3489 0.0965
H -8.38535 6.59089 0.08793 0.5863 0.4258 0.3288
C -9.82282 5.41233 0.98154 0.3517 2.0892 -0.5099
H -7.60555 4.52530 -2.84321 0.3831 -0.0561 0.0944
H -8.63468 3.26643 -2.26964 -0.0313 -0.0988 0.2789
H -7.21888 3.74896 -1.22614 0.1315 -0.2810 -0.4517
H -10.49069 6.08430 0.44256 -0.3373 -0.1096 0.3077
H -9.50568 5.91196 1.89691 -0.7179 -0.6288 0.4262
H -10.29894 4.43284 1.02644 0.8714 -0.1243 0.0166
P 1.45535 -8.96525 4.85223 -0.5297 -0.8922 -0.5409
F 0.03786 -8.23802 4.56614 -0.8755 -0.2141 1.4266
F 1.36637 -9.43476 3.28558 0.8959 0.2916 -0.4003
F 2.08269 -7.51176 4.37777 0.7570 -0.8183 1.0599
F 2.89207 -9.65935 5.01416 0.2635 0.7716 -0.0515
F 1.45504 -8.63203 6.52158 -0.1912 0.3298 -2.3123
F 0.77263 -10.41966 5.15939 -0.4144 0.7177 0.7733
P 1.13255 -0.23073 0.02258 3.4572 -0.9858 1.4299
F 2.25954 -1.28379 0.51804 0.4048 -0.3146 0.6644
F 0.07578 -1.32179 0.47492 -1.4963 -0.0750 -0.2820
F 1.03946 0.42675 1.58991 0.1209 -0.0770 -1.5594
F 0.06807 0.77729 -0.51892 -0.9122 1.1573 0.1166
F 2.43053 0.72524 -0.34038 -1.0685 0.9794 0.3540
F 1.27815 -0.83401 -1.45529 -0.5490 -0.5223 -0.6754
P 6.80141 7.49888 -2.10898 2.0850 -1.3151 5.5283
F 7.09330 8.41518 -3.28702 -1.4375 3.0471 -1.8429
F 7.70818 6.46620 -2.86168 0.7677 -2.2718 -0.7803
F 8.15427 8.08175 -1.32745 -0.3641 0.4565 -0.5194
F 6.76629 6.44172 -0.82639 -0.8483 -0.3364 -0.0840
F 5.91231 8.53838 -1.14452 0.0445 -0.1553 -1.5679
F 5.45999 6.82905 -2.66063 -0.5908 0.4554 -0.5886
P 3.11427 -5.62680 -8.55345 1.0892 0.9369 3.0990
F 3.31950 -4.10777 -9.17822 -0.1269 -1.2992 -0.9790
F 2.77500 -4.84444 -7.18017 -1.7009 0.5819 1.1927
F 1.56514 -5.66425 -8.95892 -0.0122 0.2915 -0.7484
F 2.86930 -7.02459 -7.73262 0.1133 -0.1968 -0.2154
F 3.63011 -6.43721 -9.78835 -0.1453 0.3717 -1.0188
F 4.63662 -5.54499 -7.92738 0.6900 -0.5331 -1.0347
```
Forces are in eV/Å.

Charge ... +2
Highest occupied orbital energy ... -11.533 eV
Spin multiplicity ... 1
Orbital gap ... 5.0 eV
Max |F| ... 6.13 eV/Å
Energy relative to the best compared isomer or geometry (same formula, charge and spin) ... 68.3 kJ/mol

Atomic partial charges in e from the Löwdin method, atoms 1 to 5: C 0.029; C -0.356; O 0.191; N 0.105; H 0.183

---

(2)
Density functional theory data (ωB97M-V/def2-TZVPD) for a molecular structure, C18H48GaNO10P3.

The geometry in XYZ format:
```
81
Properties=species:S:1:pos:R:3:forces:R:3
C 4.20381 -2.59462 3.71112 0.2349 1.1196 0.3140
C 3.42463 -1.21181 3.77045 0.8298 0.1854 -0.4831
C 2.72504 -0.84345 2.38606 0.4907 0.6614 0.7753
O 1.29890 -0.90184 2.40132 1.0707 -0.7925 0.4189
C 0.86153 -2.17116 2.94292 -0.3359 -1.3752 -0.1921
Ga -0.99261 -2.77759 2.22899 -0.6125 0.8795 -0.6617
C -2.56432 -1.67959 2.99151 -0.6278 0.2081 0.9574
C -3.03333 -2.41980 4.35156 0.8886 0.8953 -0.8112
P -1.15403 -5.07312 2.85879 0.3777 -0.5319 0.7609
N -0.56018 -5.94433 1.41599 0.4176 0.4390 0.8018
O -2.80290 -5.50076 3.15593 0.6614 0.1523 -0.4569
H 3.54037 -3.48621 3.59292 0.5927 0.8096 0.0984
H 4.93099 -2.50440 2.84788 -0.8165 -0.4028 0.8705
H 4.82096 -2.66475 4.65394 -0.6292 -0.2641 -0.9390
H 4.22643 -0.42298 3.92724 -0.8343 -0.8132 -0.0916
H 2.73614 -1.11827 4.65085 0.4413 -0.2586 -0.9620
H 2.99510 0.23147 2.15440 -0.3490 -1.1057 0.0177
H 3.19378 -1.50994 1.59529 -0.7262 0.5696 0.5932
H 1.59114 -2.97277 2.60719 -0.6425 0.7188 0.3666
H 0.83396 -2.22028 4.06856 0.3433 0.4208 -0.8615
H -1.04439 -2.69090 0.60774 0.2718 -0.0866 0.0601
H -2.28649 -0.60432 3.23410 -0.1325 -1.1384 -0.2840
H -3.45005 -1.60943 2.29593 0.9045 -0.1108 0.5727
H -3.79033 -3.18430 4.04884 0.7258 0.4739 0.7288
H -3.41347 -1.68908 5.11988 0.0138 -0.7913 -0.6966
H -2.09484 -2.88199 4.78184 -1.2684 0.0963 -0.1463
H 0.15090 -6.60180 1.75828 -0.5548 0.1556 -0.2153
H -0.02630 -5.26849 0.85703 -0.6215 -0.1711 -0.0942
H -2.78555 -5.81552 4.07109 0.0145 -0.0134 -0.4627
O -1.56955 -2.90491 -4.15871 3.9066 -1.3562 -0.6342
P -0.55122 -1.80546 -4.44897 -6.1681 6.1582 0.8694
O -0.85382 -0.81397 -3.16654 0.6958 -0.7213 -0.7847
C -0.36664 -1.20632 -1.87952 0.2863 -0.0535 0.4092
C 1.13474 -1.01128 -1.77136 0.1601 -0.0225 -0.0554
O -1.41929 -1.00068 -5.61394 0.9161 -0.6260 -0.3426
C -2.43302 -1.66666 -6.35703 -0.3722 -0.0128 0.1078
C -3.79750 -1.41130 -5.74418 -0.1433 0.1143 0.0765
O 0.76850 -0.80738 -4.89328 0.5987 -3.4748 0.5381
C 1.81132 -1.45334 -5.63410 0.2159 0.0830 -0.3503
C 1.33794 -1.92205 -6.99945 -0.0994 -0.0481 -0.0430
H -0.63683 -2.24431 -1.67380 -0.1004 0.0970 0.0511
H -0.86669 -0.58110 -1.13916 -0.1219 -0.0535 -0.1711
H 1.66983 -1.70862 -2.42637 0.0218 -0.0212 0.0540
H 1.47307 -1.18348 -0.74705 -0.1152 -0.0279 -0.0103
H 1.42039 -0.00152 -2.07442 -0.0675 -0.0216 0.0574
H -2.22276 -2.73532 -6.43756 -0.0643 0.0397 0.1554
H -2.41133 -1.26291 -7.37371 0.1400 0.1080 0.0641
H -3.81281 -1.64101 -4.67836 0.1225 -0.1697 -0.0742
H -4.56460 -2.00976 -6.24153 0.0186 0.0281 -0.0086
H -4.06302 -0.35559 -5.84006 0.0226 -0.0490 -0.0671
H 2.20177 -2.29302 -5.05099 0.1455 0.0442 -0.0592
H 2.61855 -0.72714 -5.75293 -0.1277 0.0438 0.1421
H 0.59003 -2.71636 -6.90703 0.0449 -0.0122 -0.0200
H 2.17474 -2.31318 -7.58245 -0.0221 -0.0046 0.0489
H 0.87275 -1.10269 -7.54987 0.0617 -0.0043 0.0601
O 1.32415 3.93149 0.06055 1.7506 1.2525 3.5828
P 0.31713 4.26614 1.15913 -6.7934 -2.2126 -5.1829
O -0.56566 2.87406 1.14650 0.7902 0.9575 0.4585
C 0.00737 1.70715 1.74258 0.0299 -0.4890 0.3420
C -0.00719 1.79138 3.25791 0.0206 0.1357 0.1959
O -0.69066 5.22487 0.25279 0.7366 0.5036 0.7957
C -0.21834 5.87379 -0.92194 -0.0248 -0.1556 -0.3798
C -0.55792 5.05677 -2.15492 -0.1154 -0.0995 -0.1040
O -0.57073 4.80319 2.52209 3.5823 -0.1482 0.2271
C 0.10623 5.73486 3.37485 -0.1000 0.3728 0.1802
C 0.37988 7.05595 2.67643 0.0327 0.0316 -0.1082
H 1.02486 1.55789 1.37159 -0.0684 -0.0259 -0.0637
H -0.59026 0.85394 1.41965 0.0067 0.1341 -0.0795
H 0.67478 2.57313 3.61462 0.0223 -0.0134 0.0153
H 0.30518 0.84470 3.69879 -0.0025 0.0244 -0.1493
H -1.00475 2.04243 3.62488 0.0217 -0.0295 -0.0898
H 0.85324 6.07447 -0.85568 -0.0304 -0.1612 -0.0334
H -0.71843 6.84502 -0.98203 -0.0839 -0.0542 0.1631
H -0.22443 4.02282 -2.06128 0.1619 0.0999 0.0826
H -0.10062 5.49177 -3.04690 -0.0286 0.0091 0.0200
H -1.64037 5.02357 -2.29974 0.0486 0.0663 0.0054
H 1.03809 5.28606 3.73233 -0.0353 0.0718 0.1444
H -0.53623 5.90231 4.24212 -0.0425 -0.1630 -0.1031
H 1.09353 6.92859 1.85573 0.0140 0.0277 0.0378
H 0.79846 7.78138 3.37760 0.0061 -0.0505 -0.0157
H -0.53669 7.46372 2.24716 0.0184 -0.0506 0.0673
```
Forces are in eV/Å.

Charge ... -1
Highest occupied orbital energy ... -3.585 eV
Spin multiplicity ... 1
Orbital gap ... 4.5 eV
Max |F| ... 8.83 eV/Å

Atomic partial charges in e from the Löwdin method, atoms 1 to 5: C -0.132; C -0.239; C -0.250; O -0.293; C -0.318